# C11H26BaN4O7S

A structure of composition C11H26BaN4O7S in a non-equilibrium geometry (the ωB97M-V functional and the def2-TZVPD basis, the Open Molecules 2025 dataset).

Calculated values
Kohn-Sham gap ... 3.445 eV
HOMO ... -5.0 eV
Energy relative to the best compared isomer or geometry (same formula, charge and spin) ... 2.0 kcal per mole
Strongest force on any atom ... 0.084 hartree/bohr

Each line ends with the Löwdin charge.
Positions of all 50 atoms, in Å:
O -1.21572 3.48080 -3.58971  -0.142
H -1.09028 3.89407 -4.45394  0.068
Ba -0.05488 0.63402 0.31249  2.010
N -1.99578 -1.40027 -0.05828  -0.272
N -2.53579 0.96362 -0.68324  -0.297
N 1.66826 -1.37174 -0.70571  -0.054
N 1.66255 1.09415 -1.70306  -0.073
O -1.47315 -2.48935 0.40436  -0.297
O 1.75780 -2.48731 0.17729  -0.065
O 1.62559 2.50387 -1.37876  -0.125
O -2.15654 2.17022 -0.39519  -0.430
C -3.44409 0.39472 0.18911  -0.344
C -3.18837 -0.97005 0.46862  -0.332
C 2.86763 -0.79254 -0.86500  -0.278
C 2.84363 0.61159 -1.28938  -0.298
C -3.99785 -1.79049 1.39101  -0.050
H -3.37858 -2.10860 2.23640  0.066
H -4.38688 -2.67394 0.88206  0.085
H -4.85034 -1.24488 1.78908  0.058
C -4.40177 1.24590 0.92198  -0.056
H -4.92938 1.92377 0.24638  0.085
H -3.85998 1.85308 1.65955  0.078
H -5.14791 0.66207 1.45464  0.055
C 4.15513 -1.41653 -0.43242  -0.021
C 4.02499 1.48845 -1.10785  -0.006
H 4.07094 -2.50970 -0.44425  0.091
H 4.41787 -1.09563 0.59422  0.098
H 4.96821 -1.10148 -1.10021  0.096
H 3.64723 2.48966 -0.89732  0.084
H 4.62064 1.52605 -2.02965  0.114
H 4.65170 1.13055 -0.28033  0.087
H 0.85046 -2.86783 0.18337  0.087
H 0.80452 2.83806 -1.77176  0.085
C -1.31497 2.06628 -3.82076  -0.144
H -2.00316 1.64953 -3.08014  0.058
H -0.32537 1.62308 -3.64452  0.056
H -1.66074 1.84021 -4.84917  0.087
O -0.58473 -1.68047 -2.66726  -0.093
H 0.29987 -1.99070 -2.41438  -0.002
H -1.18936 -2.10522 -2.02257  0.016
C 2.38226 -0.33320 3.33741  -0.250
S 0.73149 0.23022 3.78761  0.868
C -0.20402 -1.23955 3.32395  -0.259
O 0.36688 1.31091 2.77004  -0.780
H 2.72464 -1.01469 4.12588  0.067
H 3.04169 0.54406 3.31212  0.065
H 2.38199 -0.84679 2.36153  0.038
H -1.26722 -0.99152 3.18796  0.066
H 0.18688 -1.70769 2.40466  0.027
H -0.09599 -1.93874 4.16313  0.069

Atoms 1-6, force components in eV/Å:
0.024 0.065 -0.509
0.010 0.007 0.360
-2.706 -0.204 -1.185
-1.661 2.043 2.384
-1.583 -2.695 2.156
2.885 0.496 1.430